DFT (the ωB97M-V functional and the def2-TZVPD basis) results for 2 unconnected molecules or ions with the total composition C5H15NO2.

Atoms and positions in Å:
C: -0.53346 -0.24590 2.15778
C: -0.19286 0.47856 0.82764
C: -1.43733 1.18232 0.33823
O: -1.61350 1.50803 -1.05203
N: 0.38543 -0.35387 -0.21174
C: 1.76623 -0.78388 0.03582
C: -0.46514 -1.53219 -0.63386
H: -0.31042 0.38223 3.01546
H: 0.14176 -1.10096 2.17078
H: -1.54236 -0.62124 2.29665
H: 0.57809 1.24572 1.02179
H: -1.74531 2.08743 0.87982
H: -2.27218 0.45962 0.41528
H: -1.12640 2.29464 -1.29805
H: 2.28456 -0.05122 0.65378
H: 2.33191 -0.60168 -0.89067
H: 1.88818 -1.78953 0.42735
H: -1.09993 -1.81737 0.20231
H: -1.04050 -1.04960 -1.42915
H: 0.13770 -2.36247 -0.96829
O: 1.45628 1.21245 -2.74997
H: 1.02199 1.02895 -1.91901
H: 1.38727 0.42997 -3.28991

Values from the calculation:
SMILES string: C[C@H](CO)N(C)C.O

DFT (the ωB97M-V functional and the def2-TZVPD basis) results for 2 unconnected molecules or ions with the total composition C5H15NO2.

Atoms and positions in Å:
C: 0.86891 -2.37494 1.26968
C: 1.09828 -1.01146 1.95257
N: 0.52841 0.14188 1.28758
C: -0.90941 0.09360 0.88813
C: -0.89314 0.28986 -0.63663
C: -2.24165 0.20975 -1.36748
O: -0.57877 1.70105 -0.85698
H: 1.38870 -2.49151 0.31771
H: 1.18112 -3.19392 1.91099
H: -0.17773 -2.48548 0.99520
H: 2.17596 -0.96659 1.75070
H: 0.94837 -1.08613 3.03220
H: 0.77046 0.98787 1.77599
H: -1.41389 0.93633 1.36000
H: -1.29973 -0.85032 1.25727
H: -0.04817 -0.23182 -1.06473
H: -2.94381 -0.51670 -0.94564
H: -2.02021 -0.43882 -2.23044
H: -2.62954 1.17362 -1.65012
H: 0.10486 2.08682 -0.31477
O: 1.90915 0.92904 -2.15953
H: 1.19154 1.49226 -1.86643
H: 1.77174 0.02533 -1.87686

Values from the calculation:
SMILES string: CCNC[C@@H](C)O.O

DFT (the ωB97M-V functional and the def2-TZVPD basis) results for 3 unconnected molecules or ions with the total composition C5H15NO2.

Atoms and positions in Å:
C: -1.02239 1.27355 2.28919
N: 0.03157 0.65590 1.90057
C: 0.00532 -0.72476 1.54502
C: -0.70147 -1.06954 0.09510
C: 0.15094 -0.98036 -1.09066
C: 1.26561 -2.07328 -1.17154
H: -1.14652 2.35836 2.66444
H: -1.92414 0.76488 2.36309
H: 1.04497 -1.16280 1.65917
H: -0.78025 -1.28789 2.12393
H: -1.52047 -0.37640 -0.12949
H: -1.20357 -2.05688 0.21750
H: 0.73329 -0.04480 -1.11512
H: -0.36241 -1.04992 -2.13699
H: 1.77301 -2.13270 -2.12372
H: 2.05428 -1.89903 -0.33817
H: 0.92542 -3.14326 -0.93380
O: 1.53830 2.45621 -0.45990
H: 2.35992 3.09758 -0.50369
H: 1.30264 1.96168 0.32515
O: -1.64502 2.12629 -1.50056
H: -2.14017 1.74128 -2.20538
H: -0.73886 1.56590 -1.47415

Values from the calculation:
SMILES string: C=NCCCC.O.O

DFT (the ωB97M-V functional and the def2-TZVPD basis) results for 3 unconnected molecules or ions with the total composition C5H15NO2.

Atoms and positions in Å:
C: 0.00407 0.45372 2.07203
C: 0.09313 1.00768 0.68661
N: -0.91574 0.44419 -0.17438
C: -0.73878 -0.88906 -0.49539
C: -1.24848 1.15943 -1.32390
C: 0.12412 1.45071 -2.13660
O: 0.82263 0.34702 -2.20368
H: 0.04022 -0.65049 1.99193
H: 0.78544 0.83176 2.72566
H: -0.98732 0.72719 2.49238
H: 0.05002 2.12188 0.64875
H: 1.05117 0.71010 0.18733
H: -0.45149 -1.55003 0.41978
H: 0.13841 -0.86694 -1.23196
H: -1.65561 -1.27336 -0.96318
H: -1.82993 2.01146 -1.02798
H: -1.87627 0.53008 -1.95254
H: -0.21063 1.87541 -3.09148
H: 0.63824 2.23878 -1.58103
H: 0.08565 -2.88639 2.15022
H: 3.15614 -2.88093 0.52896
H: 2.54476 -2.61243 0.86218
O: 0.38024 -2.29979 1.41631

DFT (the ωB97M-V functional and the def2-TZVPD basis) results for 2 unconnected molecules or ions with the total composition C5H15NO2S.

Atoms and positions in Å:
C: 1.22168 1.86962 0.63061
N: 1.05093 0.56628 -0.07836
C: 0.08839 -0.36922 0.46381
C: 0.64877 -1.22290 1.64556
O: 0.19509 -2.56825 1.76912
C: -0.51910 -1.20273 -0.68235
C: -1.99695 -0.83212 -0.91745
S: -3.01435 -1.65427 0.29891
H: 2.24225 2.05799 0.93725
H: 0.88742 2.60913 -0.08503
H: 0.49445 1.90980 1.43657
H: 1.94819 0.10777 -0.20546
H: -0.72059 0.18018 0.96125
H: 1.72128 -1.25802 1.51664
H: 0.48286 -0.75012 2.61581
H: -0.66626 -2.64117 1.34000
H: -0.00648 -0.92174 -1.58853
H: -0.44785 -2.26240 -0.47628
H: -2.05088 0.26204 -0.83541
H: -2.28920 -0.95708 -1.95319
H: -3.88238 -0.68527 0.60756
O: 1.87177 2.78353 -2.43611
H: 1.27895 2.74322 -3.20513
H: 1.46200 2.23575 -1.75978

Values from the calculation:
SMILES string: CN[C@H](CO)CCS.O

DFT (the ωB97M-V functional and the def2-TZVPD basis) results for 3 unconnected molecules or ions with the total composition C5H15NOS.

Atoms and positions in Å:
C: 0.18353 -0.59010 1.13785
N: -0.81556 -0.73541 0.16843
C: -0.57563 -0.06210 -0.99574
C: 0.82509 -0.23827 -1.75985
S: 1.08337 0.89671 -3.10113
C: -0.34699 -0.90149 2.53177
C: -1.35836 0.21607 2.85315
H: 0.82979 0.29322 1.06899
H: 0.74118 -1.50362 0.76410
H: -0.48155 -1.78308 -4.25376
H: -1.25531 -0.20524 -1.83525
H: -0.61642 1.02778 -0.77918
H: 0.94218 -1.29320 -2.03005
H: 1.58567 -0.06708 -0.98573
H: -0.30065 -1.14944 -4.57376
H: -0.80524 -1.89483 2.47967
H: 0.38592 -0.98409 3.31525
H: -1.94335 0.19247 3.76879
H: -2.04222 0.18208 1.99074
H: -0.79349 1.14944 2.88411
H: 1.46424 3.24143 -0.75951
H: 1.67027 1.86701 -1.38605
O: 1.62353 2.34173 -0.50283

One value per record, in order, for DFT total energy: -11012.1268; -11012.0477; -11011.0438; -11005.8440; -21847.4650; -19795.5874 eV.
One value per record, in order, for LUMO energy: 0.0321; 0.0308; 0.0308; -0.1149; 0.0222; -0.1121 hartree.